Density functional theory data (wB97M-V/def2-TZVPD) for a structure of composition C5H9MgO3Tm.

The geometry in XYZ format:
```
19
Properties=species:S:1:pos:R:3:mulliken_spin:R:1
H -1.2661 -2.6322 0.5524 0.002
H -3.0280 2.2577 -0.7116 0.014
O -2.1789 0.4441 -0.3158 -0.173
H 2.0522 -3.3513 0.3611 -0.001
H -2.5232 -0.7057 1.3666 0.011
C -2.4015 -0.8324 0.2797 0.006
H -3.3152 -1.2839 -0.1321 0.008
H -3.7871 1.3491 0.6401 -0.009
H -4.0665 0.8394 -1.0639 0.003
C -1.2181 -1.7102 -0.0422 -0.010
C -3.3394 1.2679 -0.3609 0.004
C 1.4099 -2.7743 -0.3013 0.001
Mg 2.6561 1.2800 0.5702 0.160
H 0.7737 -3.3185 -0.9937 0.000
Tm -0.1174 1.4101 -0.0870 3.077
H -1.2005 -1.9705 -1.1102 0.000
O -0.0543 -0.9656 0.2977 -0.072
O 2.0771 -0.5135 -0.0959 0.004
C 1.2177 -1.4682 -0.0181 -0.026
```

## Properties
**HOMO-LUMO gap (spin up / spin down)**: 0.226 / 0.210 Eh
**E_HOMO (spin up / spin down)**: -9.85 / -10.48 eV
**LUMO level (spin up / spin down)**: -0.1363 / -0.1751 hartree
**Charge**: +1
**⟨S²⟩**: 3.76
**Spin multiplicity**: 4
**Total energy**: -1706.51456 a.u.